6
Properties=species:S:1:pos:R:3 method="wB97M-V/def2-TZVPD" homo_lumo_gap_ha=0.311 e_lumo_ev=-0.60 smiles="S=C(S)S" relative_energy_ev=1.553 multiplicity=1 e_tot_ha=-1233.79539
C -1.68670 0.07674 -0.13640
S -2.91810 -0.76568 0.34292
S 0.30826 -0.89955 -0.10268
S -1.43934 1.65936 -0.63340
H -0.36786 -1.69646 0.71545
H -0.18739 1.44959 -0.47215